6 unconnected molecules or ions with the total composition C39H87N3O9 in a non-equilibrium geometry, computed with ωB97M-V/def2-TZVPD.

Last columns: bonded neighbours and bond lengths (Å).
CARTESIAN COORDINATES (ANGSTROEM)
1 C -5.80 2.85 2.15  O2 1.447, H7 1.090, H8 1.090, H9 1.090
2 O -7.13 2.95 1.58  C1 1.447, C3 1.374
3 C -7.94 3.91 2.13  O2 1.374, C4 1.566, H10 1.090, H11 1.090
4 C -9.27 3.93 1.29  C3 1.566, O5 1.435, H12 1.090, H13 1.090
5 O -10.37 4.62 1.90  C4 1.435, C6 1.412
6 C -11.49 4.42 1.08  O5 1.412, H14 1.090, H15 1.090, H16 1.090
7 H -5.83 2.88 3.24  C1 1.090
8 H -5.33 3.76 1.77  C1 1.090
9 H -5.11 2.09 1.79  C1 1.090
10 H -7.44 4.87 2.01  C3 1.090
11 H -8.24 3.71 3.16  C3 1.090
12 H -9.49 2.88 1.10  C4 1.090
13 H -9.00 4.33 0.32  C4 1.090
14 H -11.97 3.54 1.52  C6 1.090
15 H -11.22 4.33 0.03  C6 1.090
16 H -12.23 5.22 1.16  C6 1.090
17 C -5.02 7.55 3.66  O18 1.454, H23 1.090, H24 1.090, H25 1.090
18 O -4.03 7.12 4.64  C17 1.454, C19 1.444
19 C -3.47 5.86 4.20  O18 1.444, C20 1.514, H26 1.090, H27 1.090
20 C -2.55 5.36 5.29  C19 1.514, O21 1.444, H28 1.090, H29 1.090
21 O -1.83 4.26 4.71  C20 1.444, C22 1.364
22 C -2.43 3.04 4.87  O21 1.364, H30 1.090, H31 1.090, H32 1.090
23 H -5.48 8.50 3.91  C17 1.090
24 H -5.79 6.78 3.76  C17 1.090
25 H -4.70 7.37 2.64  C17 1.090
26 H -3.08 5.88 3.18  C19 1.090
27 H -4.31 5.17 4.19  C19 1.090
28 H -3.04 4.95 6.18  C20 1.090
29 H -1.82 6.14 5.50  C20 1.090
30 H -3.29 3.11 4.20  C22 1.090
31 H -2.86 2.78 5.83  C22 1.090
32 H -1.61 2.40 4.57  C22 1.090
33 C 1.32 -3.12 6.57  O34 1.411, H39 1.090, H40 1.090, H41 1.090
34 O 2.24 -2.76 5.56  C33 1.411, C35 1.420
35 C 1.88 -2.84 4.19  O34 1.420, C36 1.496, H42 1.090, H43 1.090
36 C 2.99 -2.44 3.27  C35 1.496, O37 1.377, H44 1.090, H45 1.090
37 O 2.91 -3.07 2.05  C36 1.377, C38 1.445
38 C 1.80 -2.79 1.16  O37 1.445, H46 1.090, H47 1.090, H48 1.090
39 H 0.39 -2.66 6.23  C33 1.090
40 H 1.53 -2.69 7.55  C33 1.090
41 H 1.15 -4.19 6.63  C33 1.090
42 H 1.03 -2.18 4.02  C35 1.090
43 H 1.45 -3.83 4.10  C35 1.090
44 H 3.97 -2.56 3.74  C36 1.090
45 H 2.80 -1.36 3.23  C36 1.090
46 H 0.96 -3.44 1.39  C38 1.090
47 H 2.08 -3.03 0.14  C38 1.090
48 H 1.32 -1.82 1.33  C38 1.090
49 C -0.02 1.01 -3.20  C50 1.549, H60 1.090, H61 1.090, H62 1.090
50 C -1.22 1.27 -2.26  C49 1.549, C51 1.560, N55 1.480, C59 1.555
51 C -1.85 -0.14 -2.03  C50 1.560, C52 1.554, H63 1.090, H64 1.090
52 C -2.74 -0.10 -0.76  C51 1.554, C53 1.530, H65 1.090, H66 1.090
53 C -1.81 0.36 0.36  C52 1.530, C54 1.538, H67 1.090, H68 1.090
54 C -1.26 1.79 0.17  C53 1.538, N55 1.402, C57 1.596, C58 1.608
55 N -0.59 1.85 -1.06  C50 1.480, C54 1.402, O56 1.377
56 O -0.04 3.08 -1.33  N55 1.377, H78 0.960
57 C -2.49 2.78 0.38  C54 1.596, H69 1.090, H70 1.090, H71 1.090
58 C -0.25 2.10 1.38  C54 1.608, H72 1.090, H73 1.090, H74 1.090
59 C -2.28 2.14 -3.00  C50 1.555, H75 1.090, H76 1.090, H77 1.090
60 H 0.81 0.45 -2.75  C49 1.090
61 H 0.54 1.93 -3.38  C49 1.090
62 H -0.19 0.55 -4.17  C49 1.090
63 H -2.30 -0.47 -2.97  C51 1.090
64 H -1.03 -0.85 -1.91  C51 1.090
65 H -3.16 -1.06 -0.43  C52 1.090
66 H -3.59 0.58 -0.81  C52 1.090
67 H -1.06 -0.39 0.57  C53 1.090
68 H -2.35 0.27 1.30  C53 1.090
69 H -2.39 3.86 0.53  C57 1.090
70 H -3.07 2.72 -0.54  C57 1.090
71 H -3.12 2.32 1.15  C57 1.090
72 H -0.43 3.15 1.59  C58 1.090
73 H -0.48 1.56 2.30  C58 1.090
74 H 0.78 1.81 1.17  C58 1.090
75 H -2.19 2.03 -4.08  C59 1.090
76 H -2.07 3.20 -2.91  C59 1.090
77 H -3.25 2.03 -2.52  C59 1.090
78 H 0.89 2.84 -1.25  O56 0.960
79 C 3.75 0.77 -0.58  C80 1.584, H90 1.090, H91 1.090, H92 1.090
80 C 5.09 1.45 -0.06  C79 1.584, C81 1.581, N85 1.443, C89 1.513
81 C 5.00 1.71 1.49  C80 1.581, C82 1.576, H93 1.090, H94 1.090
82 C 5.11 0.44 2.43  C81 1.576, C83 1.531, H95 1.090, H96 1.090
83 C 6.35 -0.38 2.05  C82 1.531, C84 1.547, H97 1.090, H98 1.090
84 C 6.67 -0.59 0.55  C83 1.547, N85 1.542, C87 1.593, C88 1.581
85 N 6.21 0.58 -0.35  C80 1.443, C84 1.542, O86 1.393
86 O 6.53 0.41 -1.69  N85 1.393, H108 0.960
87 C 8.25 -0.71 0.45  C84 1.593, H99 1.090, H100 1.090, H101 1.090
88 C 5.98 -1.95 0.13  C84 1.581, H102 1.090, H103 1.090, H104 1.090
89 C 5.16 2.79 -0.75  C80 1.513, H105 1.090, H106 1.090, H107 1.090
90 H 2.79 1.17 -0.25  C79 1.090
91 H 3.78 -0.29 -0.32  C79 1.090
92 H 3.79 0.73 -1.66  C79 1.090
93 H 5.88 2.28 1.77  C81 1.090
94 H 4.10 2.21 1.86  C81 1.090
95 H 4.20 -0.11 2.21  C82 1.090
96 H 5.18 0.76 3.47  C82 1.090
97 H 6.12 -1.35 2.50  C83 1.090
98 H 7.21 -0.13 2.67  C83 1.090
99 H 8.57 -0.82 -0.58  C87 1.090
100 H 8.64 0.15 1.00  C87 1.090
101 H 8.54 -1.54 1.10  C87 1.090
102 H 6.69 -2.77 0.24  C88 1.090
103 H 5.11 -2.24 0.72  C88 1.090
104 H 5.48 -1.81 -0.83  C88 1.090
105 H 5.21 2.74 -1.84  C89 1.090
106 H 6.11 3.24 -0.48  C89 1.090
107 H 4.38 3.52 -0.53  C89 1.090
108 H 7.30 0.99 -1.74  O86 0.960
109 C 1.19 -7.87 -4.19  C110 1.593, H120 1.090, H121 1.090, H122 1.090
110 C 1.58 -6.48 -4.86  C109 1.593, C111 1.581, N115 1.497, C119 1.511
111 C 0.58 -6.35 -6.08  C110 1.581, C112 1.563, H123 1.090, H124 1.090
112 C 0.13 -4.90 -6.44  C111 1.563, C113 1.505, H125 1.090, H126 1.090
113 C -0.35 -4.20 -5.19  C112 1.505, C114 1.504, H127 1.090, H128 1.090
114 C 0.70 -4.12 -4.11  C113 1.504, N115 1.476, C117 1.581, C118 1.568
115 N 1.30 -5.44 -3.82  C110 1.497, C114 1.476, O116 1.329
116 O 2.18 -5.42 -2.82  N115 1.329, H138 0.960
117 C 1.82 -3.07 -4.47  C114 1.581, H129 1.090, H130 1.090, H131 1.090
118 C -0.12 -3.69 -2.85  C114 1.568, H132 1.090, H133 1.090, H134 1.090
119 C 2.95 -6.42 -5.49  C110 1.511, H135 1.090, H136 1.090, H137 1.090
120 H 0.17 -7.81 -3.81  C109 1.090
121 H 1.30 -8.81 -4.73  C109 1.090
122 H 1.80 -7.98 -3.29  C109 1.090
123 H 0.98 -6.72 -7.02  C111 1.090
124 H -0.33 -6.96 -6.06  C111 1.090
125 H 0.89 -4.32 -6.98  C112 1.090
126 H -0.63 -4.83 -7.22  C112 1.090
127 H -1.32 -4.59 -4.92  C113 1.090
128 H -0.64 -3.20 -5.51  C113 1.090
129 H 1.34 -2.11 -4.65  C117 1.090
130 H 2.27 -3.36 -5.42  C117 1.090
131 H 2.65 -2.95 -3.78  C117 1.090
132 H -1.03 -4.28 -2.70  C118 1.090
133 H -0.44 -2.65 -2.92  C118 1.090
134 H 0.47 -3.45 -1.96  C118 1.090
135 H 3.19 -6.67 -6.52  C119 1.090
136 H 3.12 -5.34 -5.55  C119 1.090
137 H 3.67 -6.82 -4.78  C119 1.090
138 H 2.97 -4.93 -3.05  O116 0.960

The HOMO energy is -8.022 eV. The value obtained for the calculated total energy is -64738.9951 eV. Its LUMO energy is 0.46 eV. Its energy relative to the best compared isomer or geometry (same formula, charge and spin) is 402.28 kJ/mol. The multiplicity is 1. The orbital gap comes out at 8.5 eV. Its SMILES is CC1(C)CCCC(C)(C)N1O.CC1(C)CCCC(C)(C)N1O.CC1(C)CCCC(C)(C)N1O.COCCOC.COCCOC.COCCOC.